Entry 1:
Molecular formula: C25H74NO25S
Method: DFT, the ωB97M-V functional and the def2-TZVPD basis

Each line ends with the Mulliken charge.
Cartesian coordinates (Å):
C -4.7738 3.6662 -1.9751  -0.966
N -4.6241 2.5137 -1.0914  0.521
C -5.8940 2.3252 -0.2823  -0.855
C -4.1820 1.3318 -1.8878  -1.401
C -3.5456 2.8193 -0.0455  -1.364
C -2.0512 2.8841 -0.6346  0.997
O -1.2509 3.3917 0.4505  -0.668
H -5.6442 3.4643 -2.6953  0.370
H -3.8372 4.0080 -2.6061  0.271
H -5.0063 4.5123 -1.5372  0.525
H -6.6716 1.9607 -0.9607  0.417
H -6.2217 3.1866 0.1885  0.422
H -5.8412 1.5895 0.4614  0.161
H -3.3135 1.3569 -2.5525  0.515
H -5.0698 0.8880 -2.3032  0.497
H -3.7469 0.7445 -1.1957  0.429
H -3.5657 2.1346 0.7079  0.223
H -3.8013 3.7218 0.3560  0.646
H -1.9670 3.5229 -1.4890  0.190
H -1.9005 1.8075 -1.1133  -0.260
H -0.5539 2.8461 0.4882  0.183
S 0.6551 -0.2346 0.1311  0.177
O 0.7542 1.1589 -0.0230  0.131
O 1.9943 -0.7471 0.5283  0.911
O -0.2180 -0.4662 1.3083  -0.500
O 0.2194 -0.8240 -1.0850  1.105
C 4.2168 -2.0820 2.4745  0.102
C 3.5225 -2.1698 3.8854  -0.069
O 4.3127 -1.5666 4.8642  -0.622
O 3.4325 -2.6063 1.5220  -0.610
H 5.1900 -2.4481 2.6026  0.491
H 4.3925 -0.9855 2.2139  -0.280
H 3.3304 -3.2411 4.0284  0.372
H 2.5765 -1.6719 3.8880  -0.212
H 4.5785 -0.7969 4.3874  0.328
H 2.8647 -1.9878 1.1055  0.024
C -3.5348 -0.8006 2.6986  -0.222
C -4.8426 -1.2867 2.1576  0.220
O -5.5047 -2.3324 2.8362  -0.561
O -2.7855 -0.2252 1.6618  -0.025
H -2.7767 -1.8303 3.3185  0.191
H -3.8910 0.0094 3.5820  0.054
H -4.5242 -1.6712 1.2382  -0.098
H -5.4629 -0.4197 1.8477  -0.173
H -4.9014 -2.9170 3.2209  0.349
H -1.8235 -0.4902 1.4530  -0.041
C 0.0135 0.8922 -5.7591  -0.627
C 0.4163 0.7210 -4.2766  -0.310
O -0.7316 0.8589 -3.4553  -0.444
O 1.0841 0.5247 -6.5927  -0.603
H -0.3242 1.8069 -5.9669  0.443
H -0.8911 0.1326 -6.0560  0.179
H 1.0255 1.3932 -3.8191  0.507
H 0.9245 -0.0410 -4.0664  0.135
H -0.5517 0.2806 -2.7611  -0.098
H 1.3434 -0.3481 -6.4914  0.309
C 0.2207 -4.5871 0.9685  -0.754
C -0.8404 -3.5367 1.0831  1.008
O -0.5266 -2.6943 2.2598  -0.759
O 0.1519 -5.2968 -0.1911  -0.698
H 0.3220 -5.2197 1.6876  0.705
H 1.1916 -4.1045 0.9867  0.067
H -1.6635 -4.0140 1.3419  0.866
H -1.0189 -2.8675 0.2711  -1.081
H -0.3734 -1.8550 1.9268  0.173
H 0.2719 -4.7683 -0.9265  0.335
C 1.9288 -3.3200 -2.5061  0.822
C 2.2655 -4.6743 -3.0854  -0.626
O 3.5807 -4.8824 -3.3357  -0.604
O 0.5430 -3.1785 -2.1585  -0.744
H 2.4594 -2.4321 -3.2821  -0.246
H 2.5418 -3.0435 -1.7647  -0.286
H 1.7981 -4.7726 -3.9912  0.324
H 1.9719 -5.4736 -2.3825  0.353
H 4.0802 -5.2619 -2.6272  0.322
H 0.4025 -2.3758 -1.6594  0.050
C 3.8498 1.5336 3.4541  -0.467
C 4.1874 1.8883 1.9282  -0.702
O 2.9100 2.1796 1.4266  -0.422
O 4.9994 1.1171 4.0993  -0.634
H 3.0104 0.8304 3.5465  -0.197
H 3.6912 2.4770 3.7756  0.964
H 4.5395 1.0502 1.4979  0.418
H 4.8162 2.8895 1.8882  0.254
H 2.4762 1.3850 1.0063  -0.214
H 5.4900 1.8240 4.2135  0.337
C 0.2783 0.8605 5.8745  -0.548
C -0.0612 0.0518 4.6255  -0.039
O 0.3323 0.9181 3.4326  -0.599
O -0.1074 0.1476 6.9450  -0.597
H -0.2141 1.8055 6.1205  0.406
H 1.4055 0.8672 6.0195  0.053
H -1.0086 0.0796 4.3773  0.335
H 0.5394 -0.9151 4.7360  0.043
H 0.2284 0.3747 2.6514  0.204
H -1.0371 0.3943 7.2795  0.334
C 4.0657 1.2238 -1.8958  0.350
C 3.5828 -0.2057 -2.1312  1.179
O 4.1584 -0.9542 -1.0758  -0.737
O 3.5746 2.0921 -2.9481  -0.434
H 5.1869 1.1912 -2.0239  0.333
H 3.9164 1.3813 -0.9436  -0.502
H 3.6395 -0.5106 -3.2054  0.395
H 2.5689 -0.1305 -1.9535  -1.207
H 3.5803 -1.0190 -0.2631  0.205
H 2.9139 2.4203 -2.6778  0.304
C -4.5078 -2.6964 -1.7976  -0.622
C -3.0382 -2.4653 -1.2635  1.917
O -2.3511 -1.5575 -2.1823  -0.710
O -5.2829 -3.3224 -0.9305  -0.426
H -4.2911 -3.4814 -2.7377  0.213
H -4.8145 -1.6626 -2.3167  0.083
H -2.4983 -3.3742 -1.2488  0.535
H -3.0405 -2.0240 -0.4642  -1.653
H -1.4709 -1.3995 -1.6593  0.108
H -6.1960 -3.1550 -1.0669  0.323
C 1.3739 4.6617 -1.7844  -0.414
C 2.7924 5.1036 -1.3772  0.005
O 2.8113 6.2906 -0.7875  -0.657
O 1.4288 3.1935 -2.1489  -0.490
H 0.6926 5.2859 -2.5361  0.203
H 0.8050 4.9224 -0.9487  0.251
H 3.5301 5.1555 -2.2322  0.200
H 3.0769 4.4689 -0.5702  -0.006
H 2.4229 6.4137 0.2284  0.350
H 1.1160 2.4894 -1.4554  0.360

Calculated values
M (g/mol): 820.9
Spin multiplicity: 1
Charge: -1
DFT total energy (eV): -90620.1283



Entry 2:
Molecular formula: C25H75CaN13O12
Method: DFT, the ωB97M-V functional and the def2-TZVPD basis

Each line ends with the Mulliken charge.
Cartesian coordinates (Å):
Ca -0.3523 -0.2959 1.1103  0.762
C -4.3106 -1.6538 -0.5143  -1.483
C -3.4023 -2.0474 0.6917  -0.080
C -2.6637 -3.3051 0.2726  -0.620
O -2.5268 -0.9830 1.0020  0.819
H -3.6264 -1.4984 -1.3658  0.160
H -4.8922 -0.7595 -0.2382  0.381
H -5.0514 -2.4640 -0.7852  0.452
H -4.1472 -2.2686 1.4654  0.124
H -1.9209 -3.1275 -0.4817  -0.441
H -3.4420 -3.9990 -0.1144  0.586
H -2.0607 -3.6789 1.1501  -0.132
C 1.6228 -0.9191 4.4219  -1.546
C 2.0242 0.2287 3.4041  1.944
C 3.5161 0.5410 3.6433  -1.786
O 1.7240 0.0143 2.0107  1.266
H 0.7346 -1.5375 4.1911  -0.002
H 1.4324 -0.4007 5.4029  0.377
H 2.4057 -1.6692 4.6421  0.347
H 1.4383 1.1196 3.8196  -0.898
H 3.8614 1.3962 2.9994  0.277
H 4.1676 -0.2913 3.4609  0.355
H 3.6654 0.9330 4.6834  0.394
C -2.7194 2.5227 -3.5822  0.511
O -1.6168 2.0749 -3.3418  -0.649
N -3.7092 2.5620 -2.6768  -0.118
N -3.0343 3.0864 -4.8566  -0.469
H -4.5969 2.9779 -2.9324  0.177
H -3.7398 2.0538 -1.8228  0.165
H -2.3308 3.3255 -5.5338  0.243
H -4.0442 3.2056 -4.9775  0.146
C 0.9712 -0.5474 -2.1894  -0.841
O 0.4600 -0.6157 -1.0927  -0.456
N 2.2937 -0.9156 -2.3928  -0.153
N 0.3191 0.0520 -3.2023  -0.036
H 2.7753 -0.3127 -3.0698  0.114
H 2.8441 -1.0653 -1.5606  0.182
H -0.5177 0.5912 -3.1352  0.100
H 0.7258 0.1379 -4.1244  0.264
C -4.7506 2.1771 1.1228  0.206
O -4.4851 2.3531 -0.0216  -0.560
N -4.5982 1.0019 1.7513  -0.155
N -5.5035 3.1520 1.7672  -0.548
H -3.8926 0.3250 1.2820  -0.198
H -4.5488 0.8565 2.7607  0.260
H -5.2736 3.2880 2.7142  0.235
H -5.4311 3.9780 1.2123  0.278
C 0.9957 -3.4843 1.6153  0.134
O 0.3209 -2.4751 1.8553  -0.472
N 2.1647 -3.4865 0.9633  -0.178
N 0.5867 -4.7076 2.1745  -0.537
H 2.7109 -4.3237 0.9645  0.256
H 2.4888 -2.5633 0.6576  0.063
H -0.3062 -4.5963 2.5735  0.286
H 0.6634 -5.4628 1.5151  0.233
C 1.6557 4.8236 2.6544  0.425
O 0.8670 5.6110 3.1338  -0.623
N 2.1819 5.0054 1.3881  -0.360
N 2.2480 3.8194 3.4314  -0.412
H 1.6658 5.7177 0.8608  0.305
H 2.5138 4.2630 0.7997  0.268
H 2.5470 3.0473 2.8853  0.021
H 1.7126 3.5138 4.2327  0.337
C 0.1136 -3.5843 -3.4371  -1.401
C -0.4352 -4.6332 -2.4629  2.155
C -1.5421 -5.4894 -3.0360  -1.027
O -2.6973 -4.6314 -3.2979  -0.188
C -3.5166 -5.2967 -4.2445  -0.852
N 0.6006 -5.5993 -2.0612  -0.777
H 0.8666 -2.9994 -2.8942  0.064
H -0.6029 -2.9010 -3.8847  0.390
H 0.7395 -4.0471 -4.1725  0.418
H -0.7664 -4.1335 -1.5671  -0.662
H -1.7785 -6.2330 -2.2936  0.362
H -1.2261 -5.8785 -4.0029  0.421
H -3.1218 -5.2845 -5.3285  0.277
H -4.4811 -4.7870 -4.2547  0.212
H -3.6711 -6.3379 -4.0169  0.361
H 1.3640 -5.0371 -1.6336  0.306
H 0.2073 -6.1641 -1.3226  0.314
C 2.6914 3.8633 -2.1793  -1.680
C 3.1886 2.5523 -1.6330  2.572
C 4.4497 2.0655 -2.2955  -0.530
O 4.0651 1.3823 -3.4730  -0.332
C 5.1100 0.9985 -4.3064  -0.930
N 3.3013 2.6484 -0.1344  -0.032
H 2.9436 4.0003 -3.2257  0.467
H 3.1808 4.6856 -1.6704  0.394
H 1.6443 3.8882 -2.0501  0.117
H 2.4818 1.7406 -1.8637  -1.387
H 4.9762 1.3060 -1.6513  0.010
H 5.1974 2.8460 -2.5247  0.433
H 5.4984 1.7707 -4.9644  0.318
H 4.7362 0.2799 -5.0361  0.272
H 5.9347 0.6697 -3.7392  0.386
H 4.2035 3.0751 0.1093  0.338
H 3.2579 1.6815 0.1819  -0.518
C -0.9554 4.3173 0.2051  -1.665
C -0.6052 2.9107 0.7678  1.425
C -1.3079 2.8078 2.1591  -1.080
O -0.8008 1.6246 2.8190  0.661
C -0.9944 1.7016 4.2181  -1.016
N -1.1519 1.7888 -0.0539  1.196
H -0.3751 4.5262 -0.7117  0.180
H -0.8108 5.1830 0.9359  0.314
H -2.0055 4.1914 -0.0932  0.420
H 0.4418 2.6845 0.9078  -0.199
H -2.3893 2.7039 1.8956  -0.135
H -1.1608 3.7360 2.7480  0.732
H -0.2514 2.4435 4.6676  0.179
H -0.8985 0.6499 4.5624  0.132
H -1.9639 2.1594 4.4684  0.342
H -0.8337 1.8255 -1.0004  -0.397
H -2.1650 1.8891 -0.0999  -0.562
C -2.4478 -2.4423 4.1264  -0.540
O -2.1827 -1.1059 3.6307  -0.409
H -1.5948 -3.0409 3.8141  0.020
H -2.4724 -2.3656 5.2266  0.326
H -3.3734 -2.8959 3.7079  0.205
H -2.3191 -1.1155 2.6270  0.252
C 4.8196 -0.8719 0.6097  -1.003
O 3.4266 -0.7480 0.4199  0.330
H 5.3217 -0.0192 0.2419  0.249
H 5.1380 -1.0777 1.6346  0.243
H 5.2954 -1.7300 0.0736  0.323
H 2.8938 -0.4475 1.1838  -0.496

Calculated values
M (g/mol): 790.0
Spin multiplicity: 1
DFT total energy (eV): -89528.6789



E_HOMO, respectively: -6.33 -8.18 eV.
E_LUMO, respectively: 1.052 0.487 eV.
ΔE to the lowest compared entry with this formula, charge and spin, respectively: 140.7 0.0 kJ/mol.